No. 1
{"formula": "C12H11ClN2O2SeZr", "method": "ωB97M-V/def2-TZVPD", "symbols": ["Zr", "Se", "Cl", "O", "O", "N", "N", "C", "C", "C", "C", "C", "C", "C", "C", "C", "C", "C", "C", "H", "H", "H", "H", "H", "H", "H", "H", "H", "H", "H"], "positions_angstrom": [[-0.50469, 1.43963, -1.10650], [-1.82612, 1.02703, -3.24526], [4.05959, -2.73509, 2.96391], [1.11848, 0.40162, -1.02907], [-0.59728, 0.99553, 0.93182], [-0.13116, 3.74850, -1.28455], [-2.85371, -1.34768, 0.70523], [3.17807, -1.81745, 1.82002], [1.78329, -0.32834, -0.10149], [-1.71376, -1.21369, -1.40066], [2.93900, -0.99339, -0.45553], [-2.37961, -0.01649, -1.70145], [-2.00432, -1.84401, -0.19060], [2.03175, -1.15755, 2.18802], [-3.49218, -0.21871, 0.41891], [1.30800, -0.40352, 1.23594], [3.62663, -1.73151, 0.49544], [-3.28402, 0.49878, -0.76098], [0.16568, 0.29286, 1.67392], [-0.10021, 0.25407, 2.73159], [0.74068, 4.00059, -1.75595], [-1.52705, -2.78319, 0.06616], [-1.01513, -1.64904, -2.10396], [-3.84387, 1.40427, -0.96484], [-0.87240, 4.17901, -1.84280], [1.67682, -1.21294, 3.20980], [4.53227, -2.25412, 0.21504], [-0.11571, 4.25921, -0.39903], [3.29739, -0.93358, -1.47429], [-4.19642, 0.13921, 1.16117]], "mulliken_charge": [1.573, 0.017, -0.130, -0.580, -0.644, -0.922, -0.484, -0.048, 0.866, 0.189, -0.609, -0.495, -0.476, -0.997, -0.322, 0.609, -0.429, -0.031, 0.160, 0.459, 0.350, 0.477, 0.458, 0.505, 0.340, 0.455, 0.461, 0.344, 0.476, 0.429], "multiplicity": 1, "homo_lumo_gap_ev": 6.748, "charge": 2, "homo_ha": -0.567}

No. 2
{"formula": "C6H28O8", "method": "ωB97M-V/def2-TZVPD", "symbols": ["O", "O", "O", "O", "O", "O", "O", "O", "C", "C", "C", "C", "C", "C", "H", "H", "H", "H", "H", "H", "H", "H", "H", "H", "H", "H", "H", "H", "H", "H", "H", "H", "H", "H", "H", "H", "H", "H", "H", "H", "H", "H"], "positions_angstrom": [[8.24934, 11.97320, 3.56802], [5.10250, 11.12286, 9.17170], [9.62116, 11.45820, 6.37064], [6.57562, 6.21262, 7.57268], [10.53958, 7.64352, 6.44148], [4.86956, 10.05294, 4.38378], [11.81596, 10.13737, 5.36898], [10.64786, 14.32030, 6.58934], [11.69158, 10.20776, 4.00460], [9.83878, 15.47512, 6.68736], [8.86750, 10.68382, 7.29424], [6.20944, 9.62852, 4.41456], [10.24011, 6.77654, 5.31400], [7.30684, 7.26298, 8.29140], [4.22814, 9.36208, 4.20240], [10.91570, 6.92764, 4.47206], [12.68440, 10.40794, 5.67590], [6.33398, 8.60730, 4.77468], [10.89950, 9.59718, 3.57114], [10.46932, 11.01620, 6.28792], [4.23766, 11.46962, 9.39086], [12.65372, 9.88465, 3.60714], [6.89270, 10.32490, 4.90066], [8.03872, 11.23816, 7.73462], [8.37396, 7.12006, 8.12132], [8.43650, 11.14278, 3.13028], [9.21706, 6.91866, 4.96576], [7.17362, 5.46664, 7.48594], [9.10134, 15.42686, 7.48860], [5.24183, 11.38330, 8.26122], [6.64276, 9.61502, 3.41450], [10.78306, 8.51228, 6.11350], [10.08568, 13.54232, 6.60644], [7.09434, 7.19934, 9.35858], [10.47284, 5.76052, 5.63286], [7.04112, 8.25299, 7.92076], [9.24940, 15.54356, 5.77300], [8.35373, 9.87092, 6.78108], [9.48190, 10.28642, 8.10214], [10.41390, 16.39994, 6.73256], [8.61818, 11.87050, 4.44532], [11.51628, 11.20026, 3.58950]], "mulliken_charge": [-0.628, -0.612, -0.510, -0.533, -0.535, -0.547, -0.482, -0.471, -0.601, -0.581, -0.570, -0.271, -0.603, -0.287, 0.311, 0.333, 0.242, 0.257, 0.212, 0.343, 0.300, 0.315, 0.003, 0.298, 0.179, 0.294, 0.190, 0.305, 0.250, 0.315, 0.236, 0.322, 0.357, 0.325, 0.264, 0.027, 0.259, 0.061, 0.404, 0.238, 0.305, 0.287], "multiplicity": 1, "homo_lumo_gap_ev": 10.165, "smiles": "CO.CO.CO.CO.CO.CO.O.O", "charge": 0, "homo_ha": -0.362}

No. 3
{"formula": "C3HBr2Cl2O2", "method": "ωB97M-V/def2-TZVPD", "symbols": ["Br", "Br", "Cl", "Cl", "O", "O", "C", "C", "C", "H"], "positions_angstrom": [[2.67262, -0.16453, -0.70174], [-1.58697, 1.43664, 0.28405], [0.04624, 1.77799, -2.12843], [2.27266, 2.70815, 0.05870], [1.58827, 1.65260, 2.55379], [1.31415, -0.50330, 1.94279], [1.43280, 0.68280, 1.89346], [1.61172, 1.06824, 0.20463], [-0.06332, 0.84067, -0.71207], [-0.05329, -0.17524, -0.78320]], "mulliken_charge": [-0.082, -0.135, -0.135, -0.157, -0.605, -0.614, 0.660, -0.123, -0.278, 0.469], "multiplicity": 1, "homo_lumo_gap_ev": 7.634, "charge": -1, "homo_ha": -0.168}

No. 4
{"formula": "C29H36F6N3O3PPt", "method": "ωB97M-V/def2-TZVPD", "symbols": ["Pt", "P", "F", "F", "F", "F", "F", "F", "O", "O", "O", "N", "N", "N", "C", "C", "C", "C", "C", "C", "C", "C", "C", "C", "C", "C", "C", "C", "C", "C", "C", "C", "C", "C", "C", "C", "C", "C", "C", "C", "C", "C", "C", "H", "H", "H", "H", "H", "H", "H", "H", "H", "H", "H", "H", "H", "H", "H", "H", "H", "H", "H", "H", "H", "H", "H", "H", "H", "H", "H", "H", "H", "H", "H", "H", "H", "H", "H", "H"], "positions_angstrom": [[-0.59075, 0.45840, -0.24993], [0.47504, -1.52096, 0.46819], [2.34610, 4.12723, 2.03434], [-2.79324, 5.34862, 0.04145], [-5.77749, 1.81755, -0.51279], [2.02002, 4.64449, 4.56444], [-0.83128, 0.60850, 2.43829], [-1.03795, 1.12052, 4.97698], [-0.00956, -2.12381, 1.83563], [1.99911, -1.23998, 0.77716], [0.41201, -2.77317, -0.51299], [-2.50929, -0.80736, -0.69322], [2.00461, 1.49726, -2.05593], [0.77744, 2.09183, 0.72389], [0.79127, -2.64370, -1.90933], [-3.03789, 4.04397, -0.08132], [-4.33108, 3.59618, -0.20752], [-1.18818, -4.25986, 1.94874], [1.55832, 2.96308, -0.14474], [-2.54949, -2.12857, -0.89489], [3.46514, 1.48279, -1.89972], [-0.11985, 1.58222, 2.90627], [-4.87662, -2.18435, -0.44323], [-3.47560, 1.31354, -0.30394], [-3.64031, -0.12971, -0.40515], [0.45162, 2.92267, 4.81461], [1.32437, 3.66774, 4.02355], [-2.17690, 1.80575, -0.21958], [1.35209, 2.69724, -1.61795], [1.10490, -4.01572, -2.45682], [-3.71607, -2.85538, -0.79611], [3.59519, -3.10451, 0.45365], [3.94644, 0.61219, -0.74323], [1.48233, 3.40492, 2.69251], [2.87923, -2.21228, 1.43931], [0.01449, 0.74092, -3.32412], [-0.24163, 1.86620, 4.23877], [-4.52267, 2.23591, -0.33187], [-4.84121, -0.81435, -0.24523], [1.51839, 0.90436, -3.28913], [-1.95776, 3.17241, -0.09202], [0.73636, 2.35035, 2.01824], [-1.28172, -2.76547, 2.14764], [-0.49645, 1.67597, -3.54955], [3.91405, 1.11235, -2.82188], [3.57967, -1.59913, 2.00115], [3.82226, 2.50941, -1.75963], [2.29000, -2.80528, 2.13529], [1.30433, 4.01111, 0.04769], [0.28277, 2.64426, -1.82194], [-1.46895, -2.52258, 3.18993], [1.81511, 1.52061, -4.15296], [3.42032, 0.84696, 0.18299], [-5.74035, -0.28887, 0.02714], [-0.36448, -4.66282, 2.53810], [-1.62368, -2.62038, -1.14552], [4.17162, -2.52865, -0.26952], [-5.81263, -2.71568, -0.33061], [-0.97667, 3.61533, -0.02250], [-2.06508, -2.32367, 1.53277], [-5.17562, 4.27163, -0.21074], [0.31967, 3.16930, 5.86289], [-0.04559, -2.20093, -2.45530], [2.62036, 2.86986, 0.09774], [-3.70209, -3.92223, -0.96770], [-0.26519, 0.01623, -4.08811], [1.19583, -3.96519, -3.54186], [2.03767, -4.40336, -2.05185], [1.65369, -1.97798, -1.98939], [2.89503, -3.75134, -0.07164], [5.01572, 0.76727, -0.58659], [2.01625, -0.05841, -3.41266], [-1.02334, -4.50981, 0.90145], [3.77441, -0.43942, -0.96268], [1.75047, 3.56908, -2.16668], [-2.11157, -4.73077, 2.28783], [-0.34531, 0.37572, -2.33990], [4.28802, -3.73507, 1.01310], [0.30183, -4.71110, -2.21176]], "mulliken_charge": [4.090, -2.949, -0.254, -0.325, -0.318, -0.241, -0.156, -0.235, -0.016, 0.508, 0.188, -0.041, 0.847, 0.560, 0.187, 0.082, -0.769, -1.209, -1.519, -0.282, -1.320, 0.238, -0.559, 0.392, 0.220, -0.237, -0.032, 0.001, -1.681, -1.527, -1.120, -0.940, -0.382, 0.364, -0.397, -1.182, 0.014, 0.633, -1.024, -0.783, -0.649, -0.193, 0.159, 0.391, 0.569, 0.378, 0.321, 0.387, 0.789, 0.140, 0.411, 0.361, -0.004, 0.554, 0.340, 0.579, 0.277, 0.483, 0.543, -0.005, 0.551, 0.562, 0.382, 1.048, 0.548, 0.513, 0.429, 0.308, 0.026, 0.074, 0.495, 0.552, 0.186, -0.038, 0.521, 0.444, -0.032, 0.475, 0.300], "multiplicity": 1, "homo_lumo_gap_ev": [3.646, 3.653], "charge": 2, "homo_ha": [-0.497, -0.497]}

no.,maximum force (eV/A)
1,0.530
2,2.674
3,5.516
4,2.631